ORCA calculation (ωB97M-V with the def2-TZVPD basis set) on one molecule with the formula CH3NO2S at a distorted geometry.

Calculated values
LUMO level in eV: -0.67
Frontier orbital gap in eV: 8.8
HOMO in eV: -9.5
Energy in eV: -17502.199
Relative energy (zero: lowest compared OMol25 entry of this formula, charge and spin) in kJ/mol: 315.6

```
! wB97M-V def2-TZVPD RIJCOSX def2/J DEFGRID3
* xyz 0 1
C -0.28 -1.08 0.87
N 0.48 0.75 -0.58
O 1.16 2.48 -2.15
O -0.49 0.12 0.17
S -0.02 1.89 -1.58
H -1.32 -1.23 1.40
H 0.49 -1.05 1.59
H -0.02 -1.88 0.28
*
```

ORCA calculation (ωB97M-V with the def2-TZVPD basis set) on one molecule with the formula CH3NO2S at a distorted geometry.

Calculated values
LUMO level (spin up / spin down) in eV: -1.82 / -3.15
Frontier orbital gap (spin up / spin down) in eV: 9.3 / 7.6
HOMO (spin up / spin down) in eV: -11.1 / -10.7
Energy in eV: -17500.626
Relative energy (zero: lowest compared OMol25 entry of this formula, charge and spin) in kJ/mol: 467.3

```
! wB97M-V def2-TZVPD RIJCOSX def2/J DEFGRID3
* xyz 0 1
C 0.81 0.58 0.19
N -0.93 -1.37 0.81
O -1.00 0.93 1.99
O 0.89 -0.75 2.37
S -0.16 -0.19 1.57
H 1.58 -0.05 0.19
H 0.31 1.00 -0.65
H -1.97 -1.29 0.74
*
```